Entry 1:
The following is a quantum chemistry calculation of one molecule with the formula C2H3BrN2S in a non-equilibrium geometry, from the OMol25 dataset.

Last column: Löwdin charge in e.
Cartesian coordinates (Å):
Br 0.97 -1.70 1.86  0.694
N -0.64 0.36 1.12  -0.120
H 1.75 0.27 -0.99  0.083
C -1.30 0.76 0.13  -0.570
C 0.86 -0.29 -0.60  -0.453
H 0.68 -1.18 -1.15  0.033
H -2.34 1.31 0.18  0.118
S -0.54 0.68 -1.38  0.875
N 0.54 -0.21 0.82  -0.661

For the energy above the lowest of the compared OMol25 structures with the same formula, charge and spin, the calculation gives 53.9 kcal/mol. Its max |F| is 3.3 eV/A. Its SMILES is BrN1CSC=N1. The value obtained for the lowest unoccupied orbital energy is 0.0016 Ha. The value obtained for the energy is -3159.6204 Eh. The value obtained for the frontier orbital gap is 8.23 eV.

Entry 2:
The following is a quantum chemistry calculation of C2H3BrN2S as an isolated structure in a non-equilibrium geometry, from the OMol25 dataset.

Last column: Löwdin charge in e.
Cartesian coordinates (Å):
N -0.78 1.20 0.06  -0.352
H -0.70 2.14 0.35  0.016
N -1.06 -1.21 0.52  -0.349
C 0.71 0.17 -0.35  -0.701
Br 2.38 0.31 0.47  0.732
S -1.81 0.17 0.85  0.824
C 0.05 -1.12 -0.10  -0.388
H 0.60 -2.09 -0.38  0.134
H 0.61 0.44 -1.42  0.084

For the energy above the lowest of the compared OMol25 structures with the same formula, charge and spin, the calculation gives 53.6 kcal/mol. Its max |F| is 4.8 eV/A. The value obtained for the lowest unoccupied orbital energy is 0.0135 Ha. The value obtained for the energy is -3159.6210 Eh. The value obtained for the frontier orbital gap is 8.16 eV.

Entry 3:
The following is a quantum chemistry calculation of a 2-piece molecular cluster, C2H3BrNO overall in a non-equilibrium geometry, from the OMol25 dataset.

Last column: Löwdin charge in e.
Cartesian coordinates (Å):
N -0.04 -1.39 0.84  -0.239
Br -1.68 1.59 -2.72  -0.808
C -0.83 -0.15 0.12  -0.020
H 1.23 -0.99 -0.99  0.132
H -1.72 -0.63 -0.11  0.044
H -0.81 0.87 0.43  0.060
O -0.04 -2.19 1.83  -0.112
C 0.44 -0.90 -0.19  -0.059

For the energy above the lowest of the compared OMol25 structures with the same formula, charge and spin, the calculation gives 40.5 kcal/mol. Its max |F| is 3.0 eV/A. Its total charge is -1. The value obtained for the lowest unoccupied orbital energy is 0.1468 Ha. The value obtained for the energy is -2781.9361 Eh. The value obtained for the frontier orbital gap is 7.85 eV.

Entry 4:
The following is a quantum chemistry calculation of one molecule with the formula C2H3BrO in a non-equilibrium geometry, from the OMol25 dataset.

Last column: Löwdin charge in e.
Cartesian coordinates (Å):
H 1.47 -0.23 -0.23  0.070
C -0.53 0.50 0.40  -0.758
C 0.46 -0.20 -0.66  -0.055
O -1.32 1.32 0.35  0.063
H 0.00 -1.33 -0.55  0.132
Br -0.37 -0.37 2.27  0.493
H 0.30 0.31 -1.58  0.054

For the energy above the lowest of the compared OMol25 structures with the same formula, charge and spin, the calculation gives 7.4 kcal/mol. Its max |F| is 4.7 eV/A. Its SMILES is CC(=O)Br. The value obtained for the lowest unoccupied orbital energy is 0.0247 Ha. The value obtained for the energy is -2727.2441 Eh. The value obtained for the frontier orbital gap is 10.86 eV.